{"formula": "C9H15BiCl2O6PTm", "method": "ωB97M-V/def2-TZVPD", "species": ["Bi", "Tm", "Cl", "Cl", "C", "C", "C", "O", "O", "O", "C", "C", "O", "P", "O", "C", "C", "O", "C", "C", "H", "H", "H", "H", "H", "H", "H", "H", "H", "H", "H", "H", "H", "H", "H"], "positions_angstrom": [[-4.15, -3.76, 2.12], [-0.28, 1.78, -0.11], [-1.88, -4.82, 2.50], [-1.76, 3.43, 0.90], [-0.15, 3.24, -1.95], [-5.14, -6.03, 2.46], [-6.49, -3.33, 1.72], [-0.11, 3.93, -2.87], [-5.57, -7.07, 2.61], [-7.59, -3.07, 1.51], [3.59, 0.84, 2.22], [2.14, 0.48, 2.03], [2.15, -0.87, 1.27], [1.27, -0.37, -0.06], [2.59, 0.19, -0.93], [2.58, 1.33, -1.89], [2.94, 2.63, -1.21], [0.22, -0.34, -1.72], [-1.18, -0.98, -1.32], [-2.23, -0.15, -2.03], [4.07, 1.12, 1.28], [4.12, 0.00, 2.67], [3.62, 1.69, 2.90], [1.60, 0.22, 2.93], [1.60, 1.38, 1.57], [3.28, 1.04, -2.68], [1.58, 1.38, -2.34], [3.97, 2.58, -0.82], [2.92, 3.41, -1.97], [2.30, 2.94, -0.36], [-1.14, -2.04, -1.59], [-1.33, -0.91, -0.21], [-2.06, -0.22, -3.11], [-3.20, -0.59, -1.80], [-2.24, 0.91, -1.73]], "lowdin_spin": [0.000, 1.995, 0.000, 0.002, -0.003, 0.000, 0.000, 0.000, 0.000, 0.000, 0.000, 0.000, 0.001, 0.000, 0.000, 0.000, 0.000, 0.005, 0.000, 0.000, 0.000, 0.000, 0.000, 0.000, 0.000, 0.000, 0.000, 0.000, 0.000, 0.000, 0.000, 0.000, 0.000, 0.000, 0.000], "gap_ev": [3.803, 3.808], "total_energy_ha": -3363.11530, "molar_mass_g_mol": 699.007, "homo_ev": [-21.34, -21.34], "total_charge": 4, "fmax_ha_per_bohr": 0.1478, "multiplicity": 3}